The following is a DFT calculation (ωB97M-V/def2-TZVPD) of a cluster of 2 separate species, C3H10NO in total at a distorted geometry.

Its net charge is -1. The HOMO-LUMO gap comes out at 7.27 eV. The calculation puts the largest force on an atom at 1.884 eV/Å. For the HOMO energy, the calculation gives -0.09651 Ha. For the relative energy (zero: lowest compared OMol25 entry of this formula, charge and spin), the calculation gives 0.837 eV.

Element x y z (Å)
C -0.97 -0.06 -1.41
O 0.29 0.10 -0.89
C -1.54 -1.39 -1.05
H -1.02 0.06 -2.48
H -1.74 0.66 -1.04
H -2.55 -1.50 -1.47
H -1.56 -1.56 0.05
H -1.06 -2.25 -1.49
C 1.38 1.45 1.47
N 1.48 -0.05 1.64
H 2.41 1.82 1.60
H 0.78 1.83 2.35
H 0.92 1.63 0.47
H 0.82 -0.41 0.94
H 2.37 -0.34 1.30